Record 1
14
Properties=species:S:1:pos:R:3:mulliken_charge:R:1 method="wB97M-V/def2-TZVPD" e_lumo_ev=-0.441 e_above_lowest_ev=6.822 spin_multiplicity=1 homo_lumo_gap_ev=8.3 largest_force_ev_per_a=16.4 homo_energy_ev=-8.73
C -1.98 -0.73 -2.27 -0.479
C -0.78 -0.62 -1.65 -0.746
C -0.06 -0.43 -0.61 1.014
C 0.45 -1.24 0.18 -0.270
C 0.93 -0.69 1.61 -0.377
C 1.11 0.61 1.75 -0.128
C -0.25 1.02 -0.19 -0.432
H -2.55 -0.35 -3.44 0.272
H 0.59 -2.38 0.14 0.327
H 1.45 -1.09 2.47 0.290
H 1.68 1.26 2.53 0.323
H -0.25 1.70 -1.28 0.270
H -1.26 1.38 0.15 0.293
O 0.93 1.56 0.61 -0.358

=====

Record 2
18
Properties=species:S:1:pos:R:3:mulliken_charge:R:1 method="wB97M-V/def2-TZVPD" e_lumo_ev=1.118 e_above_lowest_ev=1.980 spin_multiplicity=1 homo_lumo_gap_ev=10.7 largest_force_ev_per_a=0.4 smiles=C[C@H]1CN1CCO homo_energy_ev=-9.56
C 1.69 0.41 -1.28 -1.560
C 0.95 -0.48 -0.32 0.313
C 1.34 -0.60 1.11 -0.451
N 0.18 0.18 0.72 -0.397
C -1.15 -0.34 0.99 -0.540
C -2.09 0.23 -0.06 -0.483
O -1.87 1.61 -0.23 -0.533
H 1.04 0.71 -2.11 0.314
H 2.57 -0.10 -1.70 0.389
H 2.03 1.32 -0.77 0.331
H 0.49 -1.37 -0.75 0.398
H 2.19 -0.04 1.49 0.245
H 1.17 -1.56 1.60 0.262
H -1.18 -1.45 0.97 0.340
H -1.45 -0.02 1.99 0.361
H -1.93 -0.30 -1.01 0.240
H -3.13 0.09 0.23 0.362
H -0.93 1.75 -0.03 0.409

=====

Record 3
10
Properties=species:S:1:pos:R:3:mulliken_charge:R:1 method="wB97M-V/def2-TZVPD" e_lumo_ev=0.666 e_above_lowest_ev=3.750 spin_multiplicity=1 homo_lumo_gap_ev=9.7 largest_force_ev_per_a=4.5 smiles="S[C@@H]1N=CON1" homo_energy_ev=-9.01
S 2.09 -0.56 -0.41 -0.332
C 0.36 -0.15 0.35 -0.015
N -0.29 -1.42 0.58 -0.523
C -1.33 -1.46 -0.20 0.118
O -1.48 -0.38 -0.93 -0.272
N -0.43 0.54 -0.69 -0.239
H 2.20 0.50 -1.37 0.148
H 0.51 0.46 1.15 0.443
H -2.12 -2.16 -0.26 0.393
H -0.81 1.45 -0.24 0.278

=====

Record 4
20
Properties=species:S:1:pos:R:3:mulliken_charge:R:1 method="wB97M-V/def2-TZVPD" e_lumo_ev=-0.139 e_above_lowest_ev=7.098 spin_multiplicity=1 homo_lumo_gap_ev=8.4 largest_force_ev_per_a=5.1 homo_energy_ev=-8.50
C 0.13 -1.21 -0.61 -0.514
N 0.03 0.23 -0.97 -0.472
C -1.29 0.75 -0.91 -0.731
C -2.03 0.92 0.22 -0.139
C -1.31 1.55 1.39 -0.670
O -0.20 0.71 1.84 -0.571
C 1.54 -1.50 -0.10 -0.324
N 2.53 -1.33 -1.11 -0.602
H -0.60 -1.49 0.16 0.363
H 0.02 -1.74 -1.54 0.388
H 0.26 0.54 1.05 0.297
H -0.17 1.35 -0.69 0.535
H -1.80 0.81 -1.88 0.391
H -3.05 0.58 0.14 0.424
H -0.86 2.49 1.12 0.252
H -1.78 1.70 2.35 0.334
H 1.61 -0.80 0.75 0.223
H 1.57 -2.46 0.42 0.397
H 3.43 -1.67 -0.82 0.213
H 2.53 -0.41 -1.52 0.205

=====

Record 5
17
Properties=species:S:1:pos:R:3:mulliken_charge:R:1 method="wB97M-V/def2-TZVPD" e_lumo_ev=0.730 e_above_lowest_ev=2.671 spin_multiplicity=1 homo_lumo_gap_ev=10.7 largest_force_ev_per_a=0.3 smiles="C[C@@H]1C=C[C@@H]1O.O" homo_energy_ev=-9.94
C -1.65 -0.28 -0.27 -1.276
C -0.68 0.03 0.87 0.265
C 0.25 1.22 0.72 -0.798
C 1.36 0.49 0.65 -0.573
C 0.63 -0.82 0.89 0.074
O 0.67 -1.80 -0.13 -0.534
H -2.47 0.44 -0.29 0.342
H -2.08 -1.28 -0.14 0.322
H -1.15 -0.26 -1.24 0.338
H -1.23 0.00 1.83 0.413
H 0.07 2.29 0.72 0.417
H 2.42 0.72 0.51 0.336
H 0.84 -1.26 1.87 0.404
H 1.47 -2.32 -0.02 0.300
O 0.56 0.99 -2.39 -0.689
H 0.85 0.27 -1.81 0.302
H 0.13 1.58 -1.77 0.357

=====

Record 6
12
Properties=species:S:1:pos:R:3:mulliken_charge:R:1 method="wB97M-V/def2-TZVPD" e_lumo_ev="-2.237 / -2.409" e_above_lowest_ev=2.590 spin_multiplicity=1 homo_lumo_gap_ev="7.1 / 6.5" largest_force_ev_per_a=5.5 homo_energy_ev="-9.36 / -8.95"
C -0.72 2.09 0.33 -0.647
C 0.34 1.48 -0.02 -0.415
N -3.44 0.96 0.13 0.756
O -3.70 0.63 1.30 -0.511
O -3.88 1.82 -0.56 -0.478
P -2.29 -0.25 -0.68 0.334
S -1.84 -3.50 -0.46 -0.215
S -2.98 -1.97 0.10 0.074
H -0.92 2.51 1.31 0.216
H -1.51 2.48 -0.37 0.322
H 0.60 1.07 -0.95 0.352
H 1.01 1.14 0.78 0.212

=====

Record 7
8
Properties=species:S:1:pos:R:3:mulliken_spin:R:1 method="wB97M-V/def2-TZVPD" e_lumo_ev="-0.243 / -3.978" e_above_lowest_ev=2.611 s_squared=2.01 spin_multiplicity=3 homo_lumo_gap_ev="7.9 / 5.7" largest_force_ev_per_a=3.7 homo_energy_ev="-8.17 / -9.69"
C -1.50 -0.36 0.21 -0.005
C -0.66 0.20 -0.58 0.004
N -2.28 -0.67 1.00 0.000
N 0.02 0.57 -1.44 -0.002
O 0.85 1.05 -2.14 0.009
O -3.08 -1.19 1.72 0.001
Br 3.11 -0.50 -0.29 1.009
Br 3.55 0.90 1.52 0.984

=====

Record 8
13
Properties=species:S:1:pos:R:3:mulliken_charge:R:1 method="wB97M-V/def2-TZVPD" e_lumo_ev=0.701 e_above_lowest_ev=3.274 spin_multiplicity=1 homo_lumo_gap_ev=9.5 largest_force_ev_per_a=4.4 homo_energy_ev=-8.75
C -1.36 -1.58 -1.00 -0.955
C -0.83 -0.38 -0.29 0.744
C 1.02 0.64 0.69 0.292
C 2.24 1.16 0.73 -0.794
O -1.65 0.55 0.08 -0.538
N 0.46 -0.32 -0.02 -0.414
H -0.97 1.35 0.70 0.330
H 0.08 1.54 1.03 -0.095
H -0.55 -2.27 -1.22 0.299
H -1.84 -1.27 -1.93 0.277
H -2.12 -2.07 -0.39 0.271
H 2.45 2.09 1.24 0.285
H 3.07 0.56 0.39 0.299

=====

Record 9
43
Properties=species:S:1:pos:R:3:mulliken_charge:R:1 method="wB97M-V/def2-TZVPD" total_charge=+3 e_lumo_ev=-13.695 e_above_lowest_ev=0.000 spin_multiplicity=1 homo_lumo_gap_ev=2.0 largest_force_ev_per_a=1.3 homo_energy_ev=-15.66
C -3.68 -1.02 -0.11 -0.983
C -3.78 0.41 -0.69 -0.649
C -2.56 1.29 -0.35 -0.699
C -1.26 0.61 -0.64 0.350
N -1.21 -0.17 -1.71 -0.348
C -0.07 -0.80 -1.96 0.213
C 0.00 -1.66 -3.13 0.578
O -1.01 -1.74 -3.92 -0.373
C 1.21 -2.38 -3.47 -0.752
C 2.27 -2.26 -2.68 -0.748
C 2.26 -1.39 -1.49 0.771
C 3.44 -1.28 -0.70 -0.768
C 3.24 -1.98 0.75 -0.377
O 3.98 -3.14 0.71 -0.453
C 1.05 -0.67 -1.15 0.525
N 1.04 0.14 -0.08 -0.281
C -0.09 0.77 0.17 0.361
C -0.11 1.67 1.38 0.036
C -0.31 3.04 1.23 -0.225
C -0.36 3.81 2.37 -0.609
C -0.18 3.16 3.59 -0.657
C 0.02 1.78 3.64 -0.886
N 0.05 1.04 2.54 -0.397
H -4.63 -1.31 0.34 0.378
H -2.89 -1.11 0.64 0.291
H -3.47 -1.74 -0.89 0.185
H -4.64 0.92 -0.26 0.466
H -3.89 0.38 -1.76 0.375
H -2.61 1.57 0.70 0.401
H -2.59 2.18 -0.97 0.331
H -1.81 -2.22 -3.64 0.428
H 1.21 -3.00 -4.35 0.539
H 3.18 -2.79 -2.90 0.523
H 4.32 -1.70 -1.17 0.575
H 3.63 -0.22 -0.49 0.360
H 3.66 -1.27 1.47 0.301
H 2.19 -2.14 0.98 0.446
H 3.53 -3.86 1.16 0.369
H -0.45 3.49 0.26 0.546
H -0.54 4.88 2.33 0.512
H -0.25 3.74 4.51 1.145
H 0.14 1.29 4.60 0.446
Lu 1.98 3.66 5.14 0.751